1.
{"formula": "C11H10AlBrNS", "method": "wB97M-V/def2-TZVPD", "species": ["C", "C", "C", "H", "C", "C", "H", "H", "H", "H", "Al", "Br", "C", "C", "C", "H", "C", "C", "H", "H", "H", "H", "S", "C", "N"], "positions_angstrom": [[1.243706, 0.650176, 1.672360], [-0.118813, 0.412542, 2.154372], [-0.300280, -1.016210, 2.175776], [-0.737625, 1.138261, 2.674259], [0.751610, -1.620269, 1.416136], [1.756211, -0.591579, 1.171391], [2.790675, -0.781284, 0.871204], [1.813351, 1.562385, 1.860335], [-1.013563, -1.529293, 2.812537], [0.879885, -2.676624, 1.204441], [-0.162237, -0.045401, 0.067584], [0.487168, 1.820878, -1.122217], [2.870733, 2.685915, -4.055218], [4.036729, 1.979263, -3.601789], [4.605287, 2.717853, -2.507678], [4.430217, 1.067228, -4.025505], [3.791457, 3.881210, -2.287088], [2.718667, 3.859884, -3.241781], [1.949641, 4.609633, -3.347826], [2.234616, 2.401545, -4.879982], [5.501192, 2.459002, -1.963100], [3.967339, 4.650710, -1.550156], [-3.884220, -2.497448, 1.346166], [-2.714042, -1.618257, 0.638315], [-1.892981, -0.922893, 0.033139]], "atomic_forces_ev_per_a": [[-0.151, -1.370, 0.743], [1.801, -0.927, 1.028], [1.306, 0.494, -0.063], [0.151, -0.178, -0.236], [0.011, 0.917, 0.948], [-0.616, 0.749, 0.791], [-0.660, 0.244, -0.375], [-0.422, -0.212, -0.866], [-0.502, 0.005, -0.935], [-0.105, 0.245, 0.058], [-0.790, 0.268, 0.389], [-0.640, -0.912, -0.355], [0.971, 0.427, 1.153], [-0.601, 1.343, 0.576], [-1.278, 0.402, -0.772], [0.029, -0.105, -0.024], [-0.234, -1.106, -1.037], [1.122, -1.057, 0.106], [-0.106, 0.082, -0.003], [-0.080, -0.059, -0.058], [0.085, -0.041, 0.066], [0.013, 0.060, 0.096], [1.138, 0.704, -0.446], [2.017, 2.272, -2.495], [-2.460, -2.244, 1.712]], "e_above_lowest_kcal_mol": 20.1, "multiplicity": 1, "homo_energy_ev": -2.4944, "e_tot_ev": -100535.3877, "total_charge": -1}



2.
{"formula": "C25H20Cl4O2PY", "method": "wB97M-V/def2-TZVPD", "species": ["C", "C", "C", "H", "C", "C", "H", "H", "H", "H", "Y", "Cl", "P", "C", "C", "H", "C", "H", "C", "H", "C", "H", "C", "H", "C", "C", "H", "C", "H", "C", "H", "C", "H", "C", "H", "C", "C", "H", "C", "H", "C", "H", "C", "H", "C", "H", "Cl", "C", "Cl", "Cl", "C", "O", "O"], "positions_angstrom": [[-1.056983, -1.753771, 3.998688], [-0.972870, -2.092720, 2.612036], [0.412092, -2.237675, 2.274564], [-1.823107, -2.296773, 1.961058], [1.183150, -1.986477, 3.455595], [0.274226, -1.694176, 4.516079], [0.545277, -1.558063, 5.557079], [-1.968622, -1.642860, 4.582285], [0.809344, -2.547629, 1.306170], [2.266665, -2.053524, 3.556764], [0.129825, 0.181302, 2.873433], [2.242364, 0.866593, 1.762757], [0.116008, 0.125563, -0.974812], [1.208443, -0.947548, -1.993057], [0.781547, -1.656176, -3.128517], [-0.263192, -1.623501, -3.440133], [1.697904, -2.404268, -3.873341], [1.354099, -2.938593, -4.760410], [3.038491, -2.466813, -3.486738], [3.749247, -3.055386, -4.069993], [3.465860, -1.776390, -2.345298], [4.513722, -1.816654, -2.046058], [2.557491, -1.035650, -1.590527], [2.877157, -0.509405, -0.687933], [-1.520946, -0.306151, -1.684083], [-2.152088, -1.452947, -1.157288], [-1.652492, -2.033297, -0.378041], [-3.394609, -1.851322, -1.645840], [-3.876857, -2.739355, -1.235446], [-4.020250, -1.119706, -2.664425], [-4.992324, -1.436540, -3.046210], [-3.397354, 0.015299, -3.187901], [-3.872070, 0.587705, -3.986152], [-2.158017, 0.433330, -2.691996], [-1.689320, 1.330429, -3.098533], [0.421373, 1.762089, -1.756892], [1.134328, 1.946613, -2.952532], [1.571880, 1.093837, -3.473323], [1.280480, 3.229921, -3.489286], [1.820263, 3.356939, -4.429110], [0.742817, 4.337362, -2.830207], [0.864033, 5.337708, -3.249801], [0.050416, 4.160685, -1.625539], [-0.374271, 5.021513, -1.108180], [-0.103330, 2.885807, -1.085337], [-0.636206, 2.748073, -0.141886], [-0.203093, 2.470779, 8.328953], [-0.070168, 1.406247, 6.940527], [1.578317, 0.726498, 6.831881], [-1.294886, 0.104604, 7.030024], [-0.342866, 2.172036, 5.586212], [-0.696189, 3.332101, 5.608760], [-0.154716, 1.400340, 4.531979]], "atomic_forces_ev_per_a": [[0.555, -0.597, -0.123], [0.501, -0.363, 0.399], [-0.180, -0.520, 0.507], [0.298, 0.214, 0.142], [-0.643, -0.666, 0.002], [-0.281, -0.863, -0.373], [-0.079, 0.228, -0.298], [0.268, 0.120, -0.219], [-0.135, 0.299, 0.319], [-0.401, 0.129, -0.164], [0.324, 1.371, -0.898], [0.305, 0.154, 0.075], [-0.268, 0.038, -0.356], [0.386, -0.400, 0.110], [0.258, 0.127, 0.151], [0.283, 0.034, 0.088], [0.044, 0.040, 0.162], [0.122, 0.121, 0.252], [-0.126, 0.179, 0.145], [-0.207, 0.197, 0.175], [-0.107, -0.076, -0.125], [-0.283, -0.022, -0.046], [-0.323, -0.031, -0.264], [-0.025, -0.127, -0.261], [-0.375, -0.097, -0.003], [-0.069, 0.428, -0.410], [-0.141, 0.152, -0.193], [0.007, 0.067, -0.117], [0.101, 0.230, -0.124], [0.214, 0.036, 0.092], [0.294, 0.088, 0.115], [0.044, -0.071, 0.174], [0.078, -0.173, 0.235], [-0.111, -0.366, 0.140], [-0.091, -0.271, 0.116], [0.117, 0.425, 0.196], [-0.243, 0.182, 0.205], [-0.157, 0.208, 0.163], [-0.049, -0.022, 0.171], [-0.131, -0.002, 0.282], [-0.080, -0.233, 0.115], [-0.042, -0.304, 0.134], [0.017, -0.023, -0.116], [0.151, -0.209, -0.126], [0.274, -0.213, -0.487], [0.132, 0.081, -0.232], [0.020, -0.211, -0.152], [0.031, 0.165, -0.629], [-0.219, 0.021, 0.265], [0.208, 0.127, 0.231], [-0.167, 0.480, -0.370], [0.386, -1.398, -0.234], [-0.485, 1.315, 1.161]], "multiplicity": 1, "homo_energy_ev": -8.6304, "e_tot_ev": -90770.0223}



3.
{"formula": "C5H8O2", "method": "wB97M-V/def2-TZVPD", "species": ["C", "C", "O", "C", "O", "C", "C", "H", "H", "H", "H", "H", "H", "H", "H"], "positions_angstrom": [[-0.753197, 0.052457, 1.598262], [-0.143305, 0.296137, 0.210133], [-0.232525, 1.682002, -0.127086], [1.320033, -0.269363, -0.067628], [2.133335, 0.662606, -0.711504], [-0.711467, -0.550156, -0.818200], [-0.870242, -1.342032, -1.716118], [-0.391714, 0.777577, 2.335898], [-0.510140, -0.956092, 1.944283], [-1.847485, 0.135591, 1.560819], [-0.912471, 1.788112, -0.806557], [1.138063, -1.143003, -0.730549], [1.781841, -0.646005, 0.844218], [1.544270, 1.313667, -1.121800], [-1.496005, -1.838549, -2.396889]], "atomic_forces_ev_per_a": [[0.127, -0.090, -0.047], [0.108, -0.501, -0.186], [-0.003, -0.124, -0.201], [0.399, -0.467, 0.217], [0.147, 0.281, 0.055], [-1.398, -0.168, -0.544], [-1.243, 0.756, 0.409], [0.124, -0.106, -0.296], [-0.002, 0.092, -0.038], [0.282, 0.026, -0.107], [0.144, -0.025, 0.195], [0.928, 0.594, 0.799], [0.209, 0.375, 0.232], [0.172, -0.006, 0.171], [0.006, -0.638, -0.659]], "e_above_lowest_kcal_mol": 79.9, "multiplicity": 1, "homo_energy_ev": -9.5879, "smiles": "C#C[C@](C)(O)CO", "e_tot_ev": -9406.3687}



4.
{"formula": "C2H8INSi", "method": "wB97M-V/def2-TZVPD", "species": ["C", "C", "N", "Si", "I", "H", "H", "H", "H", "H", "H", "H", "H"], "positions_angstrom": [[-1.090215, 0.686106, -0.764904], [-0.291070, -1.413120, 0.050070], [0.029137, -0.058721, -0.265517], [1.320410, 0.740737, 0.529358], [3.245108, -0.658794, 0.574342], [-1.143973, 0.672097, -1.861955], [-2.012748, 0.231448, -0.463859], [-1.024257, 1.703094, -0.465415], [0.538194, -1.988849, 0.545145], [-1.223915, -1.272959, 0.577480], [-0.735866, -1.970916, -0.771305], [1.500577, 1.796026, -0.328788], [0.888619, 1.533845, 2.645351]], "atomic_forces_ev_per_a": [[0.294, -0.266, -1.320], [-0.826, -0.679, 0.297], [1.685, 0.054, 0.237], [-1.665, -0.466, 2.900], [0.427, -0.252, 0.170], [0.233, -0.011, 0.010], [-0.680, -0.018, 0.658], [-0.235, 0.961, 0.330], [-1.139, 0.642, -0.363], [-0.115, -0.880, 1.645], [0.867, -0.185, -0.861], [0.585, 2.162, -0.980], [0.569, -1.063, -2.723]], "e_above_lowest_kcal_mol": 0.0, "multiplicity": 1, "homo_energy_ev": -8.5588, "e_tot_ev": -19670.3361}



Question: Which formula does entry 1 have?
Answer: C11H10AlBrNS